# C59H59NO13S

A 3-piece molecular cluster, C59H59NO13S overall in a non-equilibrium geometry (ωB97M-V with the def2-TZVPD basis set, OMol25).

```
133
Properties=species:S:1:pos:R:3
H 2.9950 -2.9962 6.3708
H -4.1226 2.7837 1.4796
H 1.9639 -1.8139 -10.6277
C 1.4530 -0.7632 7.1888
H 0.7169 0.0122 -11.7520
H 1.2681 0.0125 8.0312
H -0.0801 -3.6059 0.1272
H -0.6043 1.6174 -10.4157
C 5.7456 5.5789 -9.6581
H 6.0024 -3.7743 6.5273
H -0.4434 -2.8826 7.1774
O 3.4556 3.2663 -12.1773
H -0.3101 0.2697 6.2616
C -8.0774 0.7415 9.0266
C 6.1817 5.3269 -11.0499
H -0.0896 -6.1155 0.1048
N -1.4539 0.1598 3.6777
C -2.3754 -2.0657 6.3913
C -0.7892 -7.5664 1.8619
H 3.6897 -5.1990 6.3670
H 5.3749 -3.0941 8.1807
C 5.0561 -3.5166 7.1578
H 4.7176 5.7180 -7.1655
H 3.4468 -4.7811 8.1877
H -9.0270 0.1018 8.8852
C 7.3695 5.8958 -11.5152
O -2.4659 -0.7018 3.4014
H 2.8747 0.8664 6.3929
C -0.8915 1.5547 -6.2572
H 5.0136 -0.4236 6.5692
O -3.5867 -3.4406 2.7205
C 0.5620 -0.3532 -7.8980
H 5.2907 3.6004 -13.8434
H 2.5982 -0.5252 5.1585
H 4.9338 -5.8001 7.6042
C -2.5394 1.8302 -0.1930
O -4.6011 -1.5948 4.2090
H -1.6372 -6.3330 5.3070
C -1.5874 2.3973 -4.1018
C 4.5018 4.9442 -9.1701
C -0.9745 -3.4369 4.4803
C 2.5330 3.5976 -9.5616
C -0.2528 0.4840 -5.6311
C 7.8068 5.6317 -12.8096
O -0.5528 -0.1176 2.9303
H -6.7164 4.0094 10.2888
H -2.3816 2.9581 -0.0423
C 4.1079 5.1260 -7.8423
C 2.1410 3.7855 -8.2399
H -0.7365 -8.4994 1.1732
C 5.8693 4.2447 -13.1874
C -1.5550 2.5151 -5.4891
C -3.5367 -0.6266 4.3781
H -0.0279 -3.4870 5.1545
O -1.4708 2.5921 -8.2817
C -5.2601 2.3665 9.2555
H 0.1878 -0.4778 -3.7477
O 1.0369 -1.4615 -5.8844
S -3.8593 -3.1115 4.1674
C -0.4253 -6.1758 1.2176
H -4.2692 2.9427 9.3322
H -6.7379 -0.9092 8.0091
C -6.7266 0.1430 8.4921
H -0.7971 -2.6651 1.5732
H 1.9143 3.0018 -10.2267
H -3.0483 -2.4734 7.2564
C 4.1456 3.9337 -11.4230
H -4.6228 -0.0390 2.1658
H -2.0442 3.3586 -5.9687
O -2.8059 1.0936 1.0323
C -0.2991 0.3605 -4.2399
C 2.9317 4.5431 -7.3782
C -4.0711 0.1622 7.9370
H -0.7528 -2.5960 3.7110
C -1.2238 -7.5797 3.3726
C 0.0540 -0.8237 6.3223
H 7.9575 6.5414 -10.8693
C 4.0494 -2.5183 6.3471
H 2.6300 4.6814 -6.3441
H 1.6802 -1.8192 7.6293
H -3.4217 1.5935 -0.9233
H 7.4103 4.5831 -14.6480
H -0.3608 1.8166 -1.0625
C -0.4633 -4.8247 2.0775
H -2.0998 3.1486 -3.5064
C -6.6410 2.9706 9.7931
H -2.5208 -4.2395 5.8763
C -0.9659 1.3160 -3.4762
C -0.9252 -1.8189 7.1221
C -3.5523 1.9242 2.0016
H 0.3634 -1.1707 5.2724
C -0.0673 0.8148 -9.9181
C 1.3125 -1.2536 -8.6567
C 4.2360 -4.9226 7.3419
H -1.5402 0.4828 -1.8094
C -1.2366 1.0974 -0.8788
H 1.0046 -3.0678 1.6195
O -4.3232 -0.5099 6.7056
H -5.5764 1.4057 2.8117
O 6.4064 6.2937 -8.9224
C 1.3736 -1.1169 -10.0404
C 0.6762 -0.0886 -10.6715
H -0.8449 0.2985 -0.1191
C 3.7198 4.1691 -10.0263
C -2.3547 -3.2476 5.2828
C 7.0620 4.7989 -13.6424
C -0.9061 -4.8286 3.6179
C -0.1162 0.6905 -8.5275
H 4.3756 -2.5049 5.2268
H -2.4586 0.2676 6.1237
H 1.2200 3.3372 -7.8795
H -1.5164 -8.5812 3.8476
H -9.0267 2.6041 10.0688
H -2.7351 2.4130 2.6799
O -4.1614 0.6914 4.1961
H 4.0294 -0.9813 8.0562
C -8.0249 2.1716 9.6903
C 0.4885 -0.5170 -6.4294
C -3.0743 -0.6820 5.9233
C -0.8744 1.6805 -7.7307
H -0.9987 1.2166 -2.3585
O -4.9139 -4.1154 4.6487
C 4.0538 -0.9968 6.8983
H 8.7328 6.0713 -13.1682
C -4.5192 0.9099 2.8037
O -2.9881 0.1746 8.6008
H -1.0236 -1.4655 8.2097
C 5.4237 4.5129 -11.8916
C -5.3442 0.9494 8.5835
C 2.7147 -0.2777 6.2789
C -1.2810 -6.2318 4.2222
H 1.8543 -2.0604 -8.1713
C -0.0272 -3.4864 1.2760
```

Summary:
gap between HOMO and LUMO	7.30	eV
structure (SMILES)	CCCCCCCC[C@H]1[C@H](OC(=O)c2ccccc2)[C@@](OCCOCC)(ON=O)OS(=O)(=O)[C@H]1Cc1ccccc1C.O=C1c2ccccc2C(=O)c2ccccc21.O=C1c2ccccc2C(=O)c2ccccc21
LUMO energy	-1.01	eV

Mulliken population analysis, charges in e, atoms 1 to 99:
1. H -0.272
2. H 0.510
3. H 0.410
4. C -0.783
5. H 0.417
6. H 0.317
7. H 0.349
8. H 0.436
9. C 0.699
10. H 0.280
11. H 0.347
12. O -0.680
13. H 0.187
14. C -0.390
15. C 0.131
16. H 0.236
17. N 0.261
18. C -0.246
19. C -0.426
20. H 0.253
21. H 0.288
22. C -0.463
23. H 0.458
24. H 0.242
25. H 0.303
26. C -0.557
27. O 0.367
28. H 0.348
29. C 0.628
30. H 0.335
31. O -0.634
32. C 0.085
33. H 0.449
34. H 0.220
35. H 0.334
36. C -0.457
37. O -0.455
38. H 0.201
39. C -0.819
40. C 0.124
41. C 0.882
42. C -0.808
43. C 0.269
44. C -0.449
45. O -0.308
46. H 0.300
47. H 0.354
48. C -0.629
49. C 0.191
50. H 0.286
51. C -0.509
52. C -0.951
53. C -0.628
54. H 0.060
55. O -0.690
56. C -0.382
57. H 0.536
58. O -0.679
59. S 1.404
60. C -0.567
61. H 0.348
62. H 0.257
63. C -0.255
64. H -0.074
65. H 0.575
66. H 0.555
67. C 0.537
68. H 0.244
69. H 0.465
70. O -0.090
71. C -0.737
72. C -0.698
73. C 0.534
74. H -0.606
75. C -0.556
76. C 0.459
77. H 0.456
78. C 0.112
79. H 0.431
80. H 0.302
81. H 0.238
82. H 0.394
83. H 0.317
84. C 0.614
85. H 0.470
86. C -0.440
87. H 0.627
88. C 0.101
89. C -1.401
90. C -0.565
91. H -0.236
92. C -0.532
93. C -0.590
94. C -0.964
95. H 0.339
96. C -0.723
97. H 0.250
98. O -0.198
99. H 0.389